# 1
Density functional theory data (ωB97M-V/def2-TZVPD) for an isolated molecule of C26H32FN3O4S.

Element x y z (Å)
C: -6.4066 -0.7952 -1.7301
N: -5.5240 -0.4530 -0.6477
C: -5.8604 0.4300 0.3502
O: -6.9213 0.9984 0.4308
C: -4.6675 0.5438 1.3050
C: -5.0909 0.1123 2.7109
C: -4.1550 1.9875 1.3085
C: -3.6785 -0.3979 0.6819
C: -2.3982 -0.7368 1.0515
C: -1.6978 -1.6185 0.2398
S: 0.0047 -1.9922 0.6219
O: 0.4197 -1.1164 1.6840
O: 0.1769 -3.4057 0.7765
N: 0.7216 -1.5324 -0.8205
C: 1.7027 -2.4054 -1.4256
C: 3.1597 -2.1073 -1.0448
C: 3.6279 -0.7715 -1.6269
C: 5.0879 -0.5193 -1.2560
C: 5.2801 -0.5015 0.2615
C: 4.5793 0.6291 1.0193
O: 4.3624 0.5615 2.2099
N: 4.2724 1.7370 0.3015
C: 3.4903 2.8227 0.8592
C: 2.1064 2.8264 0.2620
C: 1.7346 3.7743 -0.6833
C: 0.4796 3.7421 -1.2675
C: -0.3953 2.7388 -0.8962
F: -1.6240 2.6910 -1.4605
C: -0.0520 1.7783 0.0373
C: 1.2035 1.8281 0.6153
C: 4.8117 -1.8422 0.8425
C: 3.3567 -2.1173 0.4708
C: -2.2561 -2.1696 -0.8967
C: -3.5516 -1.8449 -1.2726
C: -4.2465 -0.9477 -0.4768
H: -7.3328 -0.2416 -1.5793
H: -6.6184 -1.8661 -1.7300
H: -5.9664 -0.5132 -2.6884
H: -5.9174 0.7337 3.0469
H: -5.4135 -0.9268 2.7099
H: -4.2590 0.2186 3.4022
H: -3.3329 2.0902 2.0125
H: -4.9601 2.6579 1.5989
H: -3.8047 2.2705 0.3181
H: -1.9228 -0.3458 1.9372
H: 0.9926 -0.5618 -0.7881
H: 1.5856 -2.3464 -2.5147
H: 1.4344 -3.4105 -1.0950
H: 3.7724 -2.9043 -1.4832
H: 3.0001 0.0350 -1.2393
H: 3.5205 -0.7846 -2.7150
H: 5.4552 0.4000 -1.7202
H: 5.6950 -1.3345 -1.6591
H: 6.3486 -0.3809 0.4830
H: 4.4360 1.7640 -0.6903
H: 3.4446 2.6412 1.9364
H: 3.9973 3.7738 0.6696
H: 2.4287 4.5536 -0.9631
H: 0.1794 4.4775 -1.9970
H: -0.7580 1.0104 0.3088
H: 1.4722 1.0833 1.3504
H: 4.9066 -1.8089 1.9277
H: 5.4500 -2.6426 0.4617
H: 2.7213 -1.3625 0.9362
H: 3.0488 -3.0850 0.8708
H: -1.6618 -2.8508 -1.4834
H: -3.9939 -2.2699 -2.1591

Forces on the atoms, in the same order (eV/Å):
-0.133 0.000 -0.091
-0.143 -0.090 -0.237
0.063 0.044 0.138
-0.133 0.161 0.118
0.090 0.127 0.240
-0.092 0.003 -0.212
-0.167 -0.113 -0.116
-0.076 -0.150 -0.237
-0.195 -0.016 0.033
0.573 -0.106 0.214
-0.262 0.434 -0.575
-0.216 0.148 -0.038
-0.026 -0.096 -0.215
-0.345 -0.201 0.823
0.439 -0.515 -0.194
-0.388 0.181 0.084
0.157 -0.365 -0.137
-0.169 0.253 0.093
0.138 -0.296 0.117
0.398 0.014 -0.432
-0.175 -0.169 0.455
0.062 0.318 -0.199
-0.026 -0.003 0.118
0.085 0.157 -0.031
0.032 -0.142 0.190
-0.313 -0.122 -0.066
0.090 0.073 -0.045
0.121 0.021 0.055
-0.086 0.051 -0.090
0.020 0.111 -0.043
-0.117 0.159 0.178
0.298 -0.209 -0.189
-0.067 -0.036 0.016
-0.090 0.037 0.030
0.572 -0.035 0.351
0.061 -0.060 -0.041
-0.011 0.012 -0.030
-0.025 -0.021 -0.011
-0.060 0.055 0.063
-0.034 -0.091 0.064
0.090 0.003 0.073
0.102 0.011 0.067
-0.054 0.082 0.055
0.066 0.082 -0.074
0.028 0.134 0.135
-0.104 0.322 0.080
0.000 -0.065 0.096
0.139 -0.047 -0.232
-0.010 -0.006 -0.032
-0.053 0.090 -0.018
-0.058 0.047 -0.011
0.070 -0.022 -0.045
0.048 0.057 -0.030
-0.100 0.034 0.014
0.007 -0.168 0.058
0.061 0.134 -0.149
-0.082 -0.054 0.090
0.083 0.085 -0.023
-0.063 0.056 -0.081
-0.115 -0.024 0.006
0.059 -0.093 0.097
0.074 -0.059 -0.046
0.060 -0.009 -0.008
-0.002 0.032 0.050
-0.061 0.002 0.068
0.006 -0.088 -0.186
-0.040 -0.055 -0.109

Output
LUMO level in eV: 0.57
ΔE to the lowest compared entry with this formula, charge and spin in eV: 0.000
SMILES: CN1C(=O)C(C)(C)c2cc(S(=O)(=O)NC[C@H]3CC[C@@H](C(=O)NCc4ccc(F)cc4)CC3)ccc21
Energy in eV: -53696.611
Max |F| in eV/Å: 0.915
Frontier orbital gap in eV: 9.18

How is the electron density shared among the atoms? According to natural (NBO), the charges in e are: atom 1 (C): -0.42, atom 2 (N): -0.44, atom 3 (C): 0.71, atom 4 (O): -0.59, atom 5 (C): -0.16, atom 6 (C): -0.59, atom 7 (C): -0.59, atom 8 (C): -0.07, atom 9 (C): -0.13, atom 10 (C): -0.37, atom 11 (S): 2.32, atom 12 (O): -0.95, atom 13 (O): -0.93, atom 14 (N): -0.88, atom 15 (C): -0.22, atom 16 (C): -0.23, atom 17 (C): -0.40, atom 18 (C): -0.40, atom 19 (C): -0.32, atom 20 (C): 0.69, atom 21 (O): -0.63, atom 22 (N): -0.62, atom 23 (C): -0.25, atom 24 (C): -0.05, atom 25 (C): -0.19, atom 26 (C): -0.28, atom 27 (C): 0.39, atom 28 (F): -0.33, atom 29 (C): -0.25, atom 30 (C): -0.22, atom 31 (C): -0.39, atom 32 (C): -0.42, atom 33 (C): -0.16, atom 34 (C): -0.27, atom 35 (C): 0.26, atom 36 (H): 0.25, atom 37 (H): 0.20, atom 38 (H): 0.20, atom 39 (H): 0.23, atom 40 (H): 0.22, atom 41 (H): 0.21, atom 42 (H): 0.21, atom 43 (H): 0.23, atom 44 (H): 0.22, atom 45 (H): 0.24, atom 46 (H): 0.41, atom 47 (H): 0.19, atom 48 (H): 0.24, atom 49 (H): 0.20, atom 50 (H): 0.19, atom 51 (H): 0.21, atom 52 (H): 0.20, atom 53 (H): 0.21, atom 54 (H): 0.24, atom 55 (H): 0.39, atom 56 (H): 0.25, atom 57 (H): 0.20, atom 58 (H): 0.21, atom 59 (H): 0.23, atom 60 (H): 0.22, atom 61 (H): 0.25, atom 62 (H): 0.24, atom 63 (H): 0.20, atom 64 (H): 0.22, atom 65 (H): 0.23, atom 66 (H): 0.23, atom 67 (H): 0.22



# 2
Density functional theory data (ωB97M-V/def2-TZVPD) for a structure of composition C26H32IrN4OS2Te.

Element x y z (Å)
Ir: 0.0192 -0.8716 -0.8217
C: 2.8472 -2.2737 -1.3353
N: 1.9279 -1.6465 -2.2905
C: 2.5822 -0.5161 -2.9769
C: 1.6930 0.6996 -3.2146
N: 1.0884 1.2269 -1.9937
C: 2.0843 1.8865 -1.1504
C: 0.0392 2.1864 -2.2797
C: 0.2026 3.1413 -3.2759
C: -0.7579 4.1097 -3.5193
C: -1.9095 4.1316 -2.7438
C: -2.0849 3.1879 -1.7509
C: -1.1206 2.2014 -1.4887
S: -1.4013 1.1052 -0.1727
C: 1.3914 -2.5961 -3.2530
C: 2.1984 -3.6112 -3.7531
C: 1.7197 -4.5335 -4.6694
C: 0.4030 -4.4357 -5.0993
C: -0.4027 -3.4173 -4.6282
C: 0.0636 -2.4659 -3.7062
S: -1.0059 -1.2072 -3.1689
H: 3.8159 -2.5374 -1.7823
H: 2.3834 -3.1702 -0.9299
H: 3.0306 -1.5794 -0.5164
H: 2.9424 -0.8378 -3.9597
H: 3.4596 -0.2189 -2.3953
H: 0.8857 0.4280 -3.8916
H: 2.3259 1.4546 -3.7078
H: 2.5700 2.7208 -1.6791
H: 2.8541 1.1788 -0.8434
H: 1.5965 2.2762 -0.2571
H: 1.1023 3.1457 -3.8798
H: -0.6103 4.8328 -4.3118
H: -2.6662 4.8888 -2.9137
H: -2.9855 3.1789 -1.1500
H: 3.2263 -3.6994 -3.4222
H: 2.3685 -5.3186 -5.0380
H: 0.0038 -5.1659 -5.7940
H: -1.4341 -3.3467 -4.9484
C: -3.8085 0.7626 3.2933
C: -2.5183 1.3839 3.8162
N: -1.8743 0.5814 4.8473
C: -2.6154 0.3692 6.0825
C: -3.2643 -1.0108 6.1603
C: -0.6232 0.0603 4.7939
O: -0.1556 -0.5536 5.7471
C: 0.2337 0.2547 3.5684
C: 1.3361 1.1021 3.6593
C: 2.2739 1.0535 2.6449
C: 2.0943 0.1593 1.6054
N: 1.0020 -0.5919 1.4460
C: 0.0906 -0.5245 2.4318
H: -4.1573 1.3439 2.4420
H: -4.5894 0.7393 4.0567
H: -3.6207 -0.2520 2.9378
H: -2.7304 2.3751 4.2344
H: -1.8361 1.5141 2.9823
H: -3.3686 1.1554 6.1582
H: -1.9179 0.4739 6.9147
H: -3.9379 -1.1746 5.3205
H: -3.8276 -1.1081 7.0904
H: -2.4891 -1.7758 6.1401
H: 1.4675 1.7410 4.5227
H: 3.1684 1.6625 2.6819
H: 2.8798 0.0168 0.8739
H: -0.7633 -1.1858 2.3220
Te: -0.8943 -3.1036 -0.0613

Forces on the atoms, in the same order (eV/Å):
-0.720 -0.310 -0.499
0.084 -0.050 -0.040
0.065 -0.007 0.080
-0.051 0.249 0.094
0.091 -0.187 -0.121
0.156 0.311 -0.185
0.036 0.010 0.072
-0.229 -0.052 0.079
0.069 0.030 -0.104
-0.006 0.032 -0.046
0.012 0.015 0.011
0.089 -0.027 -0.079
-0.101 0.163 -0.032
0.330 -0.406 0.373
-0.227 -0.093 -0.101
0.089 -0.006 0.035
0.052 -0.043 -0.045
-0.008 0.002 -0.006
0.125 -0.104 -0.004
0.013 0.118 0.034
-0.126 0.217 0.142
-0.007 0.012 -0.014
-0.038 0.031 0.027
-0.009 -0.016 0.009
0.108 -0.042 0.036
-0.031 -0.053 0.048
-0.037 0.007 0.024
0.015 -0.008 0.006
-0.019 -0.003 -0.021
-0.021 0.028 -0.049
-0.028 -0.051 0.014
-0.010 -0.054 0.014
0.016 0.009 0.014
-0.028 -0.039 -0.017
0.002 0.031 0.001
-0.016 0.020 0.023
-0.012 -0.009 0.024
-0.012 0.030 -0.017
-0.006 0.040 0.007
0.164 -0.012 -0.034
-0.062 -0.073 -0.101
0.028 0.001 -0.070
-0.018 -0.189 0.139
0.090 0.101 -0.021
-0.180 0.048 0.053
0.118 0.032 -0.111
0.132 0.125 0.118
-0.111 -0.203 -0.172
0.136 0.122 0.238
-0.137 -0.238 -0.149
0.217 0.528 0.744
0.060 -0.293 -0.082
-0.087 0.042 -0.014
0.008 -0.021 -0.054
-0.034 0.004 0.014
0.052 -0.005 -0.035
0.169 0.027 -0.066
0.003 0.027 -0.040
-0.040 0.074 -0.008
-0.035 -0.025 0.023
-0.007 -0.024 -0.011
-0.025 -0.013 0.005
0.019 0.002 0.013
-0.009 -0.003 -0.009
-0.073 0.093 -0.055
-0.047 0.072 -0.123
0.058 0.007 0.019

Output
LUMO level (alpha / beta) in eV: 2.56 / 2.21
ΔE to the lowest compared entry with this formula, charge and spin in eV: 0.824
Energy in eV: -67292.876
⟨S²⟩: 6.0223
Max |F| in eV/Å: 0.938
Charge: -1
Frontier orbital gap (alpha / beta) in eV: 4.99 / 5.88
Spin multiplicity: 5

How is the electron density shared among the atoms? According to natural (NBO), the charges in e are: atom 1 (Ir): 0.60, atom 2 (C): -0.41, atom 3 (N): -0.50, atom 4 (C): -0.22, atom 5 (C): -0.24, atom 6 (N): -0.48, atom 7 (C): -0.41, atom 8 (C): 0.09, atom 9 (C): -0.18, atom 10 (C): -0.27, atom 11 (C): -0.22, atom 12 (C): -0.22, atom 13 (C): -0.16, atom 14 (S): -0.34, atom 15 (C): 0.18, atom 16 (C): -0.27, atom 17 (C): -0.25, atom 18 (C): -0.22, atom 19 (C): -0.23, atom 20 (C): -0.19, atom 21 (S): -0.31, atom 22 (H): 0.16, atom 23 (H): 0.24, atom 24 (H): 0.19, atom 25 (H): 0.20, atom 26 (H): 0.18, atom 27 (H): 0.26, atom 28 (H): 0.16, atom 29 (H): 0.17, atom 30 (H): 0.18, atom 31 (H): 0.23, atom 32 (H): 0.19, atom 33 (H): 0.20, atom 34 (H): 0.20, atom 35 (H): 0.21, atom 36 (H): 0.20, atom 37 (H): 0.20, atom 38 (H): 0.20, atom 39 (H): 0.22, atom 40 (C): -0.62, atom 41 (C): -0.21, atom 42 (N): -0.43, atom 43 (C): -0.22, atom 44 (C): -0.62, atom 45 (C): 0.67, atom 46 (O): -0.64, atom 47 (C): -0.17, atom 48 (C): -0.15, atom 49 (C): -0.25, atom 50 (C): 0.04, atom 51 (N): -0.44, atom 52 (C): 0.07, atom 53 (H): 0.23, atom 54 (H): 0.19, atom 55 (H): 0.22, atom 56 (H): 0.18, atom 57 (H): 0.24, atom 58 (H): 0.19, atom 59 (H): 0.22, atom 60 (H): 0.21, atom 61 (H): 0.20, atom 62 (H): 0.23, atom 63 (H): 0.22, atom 64 (H): 0.21, atom 65 (H): 0.18, atom 66 (H): 0.22, atom 67 (Te): -0.32



> Look up the energy of the second one.

-67292.876 eV



> Which value of energy does entry 1 give?

-53696.611 eV